Entry 1:
# C40H40F5O8PS2

C40H40F5O8PS2 as an isolated structure (ωB97M-V with the def2-TZVPD basis set, the OMol25 dataset).

Values from the calculation:
gap between HOMO and LUMO = 8.924 eV
lowest unoccupied orbital energy = -0.0090 Eh
HOMO = -9.17 eV
maximum force = 0.98 eV Å⁻¹
calculated total energy = -3787.15870 a.u.

```
! wB97M-V def2-TZVPD RIJCOSX def2/J DEFGRID3
* xyz 0 1
O 4.18669 -10.22285 2.72246
S 3.10603 -9.77698 1.91940
O 1.81649 -10.34933 1.99892
O 3.54601 -9.70939 0.40399
C 4.35639 -8.54488 0.23201
C 3.66762 -7.46030 1.07701
P 5.10793 -6.53256 2.01976
O 4.29214 -5.31391 2.68545
O 5.84803 -5.72424 0.80610
S 2.62880 -6.37956 0.01841
O 2.96254 -5.00997 0.24078
O 2.77364 -6.90590 -1.31322
C 0.78628 -6.53811 0.39771
F 0.29288 -7.55499 -0.30105
F 0.30068 -5.38508 -0.09424
C 0.35419 -6.63430 1.89032
F 0.24520 -7.88468 2.27415
F 1.23291 -5.99326 2.65132
F -0.82249 -6.05605 2.04023
O 2.97758 -8.16126 2.08976
H 5.32752 -8.74659 0.71035
H 4.48530 -8.29881 -0.81899
H 4.83603 -4.50994 2.71464
H 5.92873 -6.19512 -0.03471
C 4.09688 -0.87389 0.35497
C 3.22718 -1.94779 0.21624
C 2.01332 -1.77437 -0.43323
C 1.67298 -0.53267 -0.95072
C 2.54366 0.53998 -0.81282
C 3.75478 0.37082 -0.15650
H 5.04535 -1.00681 0.86080
H 3.48387 -2.92004 0.60868
H 1.33558 -2.61249 -0.53778
H 0.72818 -0.40113 -1.46299
H 2.27668 1.50785 -1.21944
H 4.43230 1.20825 -0.04689
C -3.27127 0.06177 -3.27091
C -1.99033 0.19624 -2.75276
C -1.19396 1.26449 -3.14170
C -1.67807 2.20126 -4.04482
C -2.95827 2.06653 -4.56288
C -3.75388 0.99592 -4.17692
H -3.88979 -0.77220 -2.96655
H -1.61775 -0.53326 -2.04404
H -0.19400 1.37201 -2.73875
H -1.05651 3.03662 -4.34179
H -3.33695 2.79689 -5.26642
H -4.75208 0.89048 -4.58248
C 1.59614 4.45591 0.00316
C 0.47269 3.71264 -0.33036
C -0.51676 4.26702 -1.12965
C -0.38233 5.56676 -1.59749
C 0.74205 6.31035 -1.26551
C 1.73184 5.75594 -0.46496
H 2.36298 4.02212 0.63290
H 0.36536 2.69936 0.03731
H -1.39460 3.68589 -1.38225
H -1.15790 6.00189 -2.21523
H 0.84531 7.32623 -1.62615
H 2.60461 6.33938 -0.20035
C 0.15443 3.74844 5.41273
C -1.02922 3.13599 5.02618
C -1.53915 3.35274 3.75322
C -0.86226 4.17625 2.86428
C 0.32325 4.78688 3.25036
C 0.82950 4.57581 4.52532
H 0.55099 3.58136 6.40598
H -1.55497 2.48954 5.71712
H -2.46494 2.87854 3.45310
H -1.25679 4.34174 1.86995
H 0.85048 5.42748 2.55578
H 1.75166 5.05556 4.82776
C -3.97700 -3.35652 -3.36379
C -4.82066 -3.37925 -2.26144
C -4.36710 -3.88322 -1.05002
C -3.06912 -4.36236 -0.94101
C -2.22531 -4.33816 -2.04311
C -2.67847 -3.83498 -3.25480
H -4.33071 -2.96453 -4.30893
H -5.83258 -3.00392 -2.34613
H -5.02592 -3.90423 -0.19150
H -2.71405 -4.75457 0.00386
H -1.21347 -4.71013 -1.95752
H -2.02086 -3.81712 -4.11424
C -1.99952 7.97721 0.58672
C -2.02673 8.92580 -0.42572
C -3.02044 9.89482 -0.44421
C -3.98443 9.91783 0.55418
C -3.95608 8.97046 1.56843
C -2.96504 7.99871 1.58368
H -1.22578 7.22044 0.59826
H -1.27167 8.90975 -1.20201
H -3.04370 10.63236 -1.23627
H -4.75801 10.67484 0.54180
H -4.70730 8.98960 2.34751
H -2.94345 7.25699 2.37218
*
```

---

Entry 2:
# C40H41AsBCl3N7O2STl

C40H41AsBCl3N7O2STl as an isolated structure (ωB97M-V with the def2-TZVPD basis set, the OMol25 dataset).

Values from the calculation:
gap between HOMO and LUMO = 6.116 eV
lowest unoccupied orbital energy = 0.1547 Eh
HOMO = -1.91 eV
maximum force = 0.77 eV Å⁻¹
calculated total energy = -6294.70898 a.u.

```
! wB97M-V def2-TZVPD RIJCOSX def2/J DEFGRID3
* xyz -2 1
Tl -0.75206 -0.52428 0.70547
C 3.33304 -1.14084 -0.94839
C 3.45664 -0.37458 0.32691
C 4.60268 -0.18963 1.12000
C 4.17581 0.56797 2.19108
C 4.97141 1.03786 3.36696
N 2.85597 0.81042 2.01869
N 2.42382 0.23985 0.87973
B 1.96528 1.69049 2.92603
N 0.87982 0.89377 3.71191
N -0.22313 0.29188 3.17774
C -0.92881 -0.20474 4.18223
C -2.21074 -0.92770 3.92228
C -0.28265 0.05757 5.39915
C 0.86107 0.74391 5.05599
C 1.93863 1.25829 5.95523
N 1.34839 2.87551 2.13321
N 0.48114 2.74076 1.11098
C 0.12800 3.95839 0.72832
C -0.85684 4.18889 -0.36997
C 0.79330 4.91890 1.51349
C 1.55652 4.18493 2.39790
C 2.46849 4.68891 3.47032
H 4.30914 -1.24774 -1.42354
H 2.92676 -2.13647 -0.75203
H 2.66151 -0.62439 -1.63579
H 5.59546 -0.57373 0.94479
H 5.99761 0.68387 3.27243
H 4.97959 2.12711 3.43998
H 4.55381 0.64575 4.29689
H 2.68607 2.17069 3.75091
H -2.17076 -1.40054 2.94062
H -2.38282 -1.69738 4.67497
H -3.05594 -0.23534 3.93044
H -0.59676 -0.22356 6.39217
H 1.69343 1.01535 6.98836
H 2.89896 0.80212 5.70563
H 2.05069 2.34010 5.85859
H -0.97536 3.28182 -0.96241
H -1.84417 4.41928 0.03570
H -0.54668 5.01994 -1.00854
H 0.71807 5.99399 1.45572
H 2.46545 5.77880 3.46729
H 2.14471 4.34539 4.45495
H 3.49111 4.33906 3.31713
S -3.84665 0.61960 -0.10127
C -4.39064 -0.99453 0.09476
C -5.73058 -1.27346 0.47675
C -6.14926 -2.57242 0.63644
C -5.25001 -3.61900 0.41489
C -3.96611 -3.27315 0.03218
N -3.54225 -2.02481 -0.13427
H -6.39888 -0.43900 0.63985
H -7.17144 -2.78647 0.93426
H -5.54178 -4.65384 0.54058
H -3.21977 -4.04394 -0.15188
C 3.16200 1.66006 -4.53564
C 2.31330 2.38334 -3.70894
C 1.13105 1.81575 -3.26234
C 0.75462 0.52677 -3.64796
C 1.62113 -0.19041 -4.46763
C 2.81123 0.37146 -4.90992
As -0.80048 -0.22174 -2.68805
C -0.77468 -2.07244 -3.31763
C -0.67800 -3.04888 -2.32688
C -0.60416 -4.39308 -2.66453
C -0.62909 -4.77358 -3.99814
C -0.75215 -3.81002 -4.99233
C -0.83025 -2.46756 -4.65209
C -2.27028 0.45929 -3.79064
C -3.39852 -0.32636 -4.01100
C -4.53606 0.21358 -4.59010
C -4.57182 1.55510 -4.94166
C -3.46159 2.35379 -4.70563
C -2.32250 1.80771 -4.13660
H 4.10600 2.08438 -4.85601
H 2.58890 3.38043 -3.38690
H 0.50826 2.36362 -2.56282
H 1.37949 -1.20609 -4.75565
H 3.47757 -0.20480 -5.54179
H -0.65935 -2.75336 -1.28223
H -0.52029 -5.13555 -1.88097
H -0.55456 -5.82094 -4.26673
H -0.78415 -4.10763 -6.03441
H -0.94235 -1.72161 -5.43216
H -3.39452 -1.36672 -3.70642
H -5.40839 -0.40933 -4.74793
H -5.46463 1.98176 -5.38326
H -3.49006 3.40774 -4.95675
H -1.46204 2.43773 -3.94305
Cl 2.58310 -2.39710 3.68372
C 1.50293 -3.79443 3.48159
Cl 0.20151 -3.69974 4.67830
Cl 2.43655 -5.27964 3.77940
C 0.89999 -3.73768 1.94754
O 1.52485 -4.43186 1.14828
O -0.07082 -2.98160 1.86421
*
```